Computed, not measured: one molecule with the formula C5H6OS2 in a non-equilibrium geometry, with ωB97M-V/def2-TZVPD.

XYZ file:
```
14
Properties=species:S:1:pos:R:3:forces:R:3:lowdin_charge:R:1
O 2.971 -1.388 0.038 -0.867 1.435 0.193 0.038
C 2.332 -0.413 -0.317 0.271 -1.089 0.640 -0.250
C 1.523 0.577 0.580 2.248 -1.141 0.694 -0.169
C 0.364 1.131 -0.139 0.328 -0.178 0.645 -0.196
C -0.728 0.440 -0.379 -1.425 0.315 -0.233 -0.445
S -1.127 -1.238 -0.064 0.913 -0.034 0.069 0.917
C -2.826 -1.225 0.083 -1.043 1.143 0.284 -1.039
S -3.879 0.032 0.050 0.558 -0.684 -0.066 0.618
H 2.249 -0.239 -1.388 -0.066 0.412 -0.560 0.116
H 1.263 -0.016 1.503 0.068 0.707 -0.809 0.135
H 2.270 1.360 0.881 -0.737 -0.566 -0.187 0.133
H 0.347 2.171 -0.425 0.104 0.120 -0.025 0.112
H -1.557 1.026 -0.728 -0.477 -0.220 -0.489 0.028
H -3.202 -2.217 0.306 0.124 -0.218 -0.156 0.002
```
Forces are in eV/Å.

Output
energy above the lowest of the compared OMol25 structures with the same formula, charge and spin: 1.5719 eV
structure (SMILES): O=CC/C=C\SC=S
HOMO level: -9.012 eV
E_LUMO: -0.61 eV
Kohn-Sham gap: 8.40 eV
energy: -28998.384 eV



Computed, not measured: a 15-piece molecular cluster, C48H129N15O15 overall in a non-equilibrium geometry, with ωB97M-V/def2-TZVPD.

XYZ file:
```
207
Properties=species:S:1:pos:R:3:forces:R:3:lowdin_charge:R:1
O 14.632 11.157 20.918 0.869 -0.133 -1.314 0.014
C 15.615 11.138 20.170 -0.750 -0.203 1.338 -0.583
N 15.721 10.340 19.069 0.513 0.946 0.492 0.172
C 16.878 11.877 20.520 -1.245 0.790 0.177 0.000
H 16.512 10.395 18.452 -0.037 -0.036 -0.002 0.084
H 14.940 9.799 18.830 -0.956 -0.763 -0.431 0.088
H 16.623 12.671 21.247 0.239 -0.371 -0.465 0.084
H 17.302 12.285 19.615 0.560 0.164 -0.082 0.049
H 17.497 11.149 20.993 0.872 -0.304 0.215 0.082
O 22.524 21.623 12.737 0.346 0.282 0.084 0.026
C 21.359 21.345 12.550 0.262 -1.857 0.058 -0.591
N 20.371 22.223 12.353 -1.425 0.400 0.046 0.167
C 20.879 19.884 12.417 -2.089 1.856 -0.656 0.007
H 20.482 23.169 12.605 0.922 1.169 0.098 0.089
H 19.447 21.953 12.645 -0.457 -0.652 -0.126 0.061
H 21.388 19.253 13.065 1.333 -1.048 0.865 0.019
H 20.959 19.596 11.373 0.262 -0.207 -0.059 0.089
H 19.793 19.799 12.675 0.757 0.105 -0.223 0.072
O 22.223 8.873 18.070 -0.673 0.988 0.056 0.017
C 21.262 9.088 17.343 -0.465 -0.352 0.776 -0.511
N 20.081 9.778 17.744 2.524 -0.063 0.962 0.161
C 21.310 8.406 15.973 0.148 -0.721 0.101 -0.012
H 20.077 10.403 18.625 0.038 -1.665 -1.923 0.123
H 19.288 9.722 17.130 -0.257 0.385 -0.124 0.046
H 21.133 7.326 16.074 -0.007 0.268 0.415 0.090
H 22.259 8.454 15.427 0.181 0.401 0.817 0.088
H 20.608 8.722 15.260 -1.401 0.755 -0.780 0.031
O 17.813 17.812 13.155 0.408 0.384 -0.182 0.013
C 18.495 17.144 13.918 -0.758 -0.731 0.471 -0.560
N 18.204 15.827 14.145 1.254 0.593 0.485 0.188
C 19.573 17.703 14.793 1.529 -0.993 -0.193 0.002
H 17.654 15.398 13.457 -1.138 -0.543 -0.914 0.078
H 18.857 15.198 14.617 0.004 0.205 0.201 0.059
H 19.245 18.598 15.256 -0.325 1.048 0.148 0.050
H 20.514 17.897 14.211 -1.068 -0.157 0.481 0.074
H 19.826 17.010 15.611 -0.147 0.109 -0.348 0.061
O 22.038 14.929 14.750 0.380 0.427 -0.158 0.004
C 22.829 15.852 14.578 -1.396 -0.122 2.150 -0.555
N 23.672 15.864 13.565 1.491 1.708 -0.290 0.178
C 22.859 17.058 15.583 -0.434 -0.276 -1.843 0.013
H 23.662 15.188 12.842 -0.135 -0.676 -0.411 0.107
H 24.308 16.648 13.499 -0.110 -0.281 -0.269 0.117
H 21.983 16.977 16.183 -0.618 -0.254 0.465 0.044
H 22.739 18.006 15.018 0.540 -0.401 0.380 0.081
H 23.702 17.055 16.249 0.646 0.063 -0.030 0.068
O 19.189 16.225 17.978 -1.603 0.177 0.795 -0.037
C 18.064 16.492 18.467 1.965 0.116 -0.089 -0.537
N 17.704 16.141 19.724 0.707 -0.241 -1.007 0.213
C 17.028 17.276 17.699 -1.506 -2.370 -0.253 0.021
H 18.354 15.747 20.391 0.036 0.090 -0.100 0.099
H 16.847 16.516 20.047 -0.632 0.330 0.790 0.032
H 16.014 17.057 18.128 0.720 0.497 -0.129 0.085
H 16.967 16.779 16.709 0.289 0.719 0.176 0.085
H 17.196 18.328 17.635 0.323 0.608 -0.133 0.054
C 19.772 19.737 17.819 -2.431 0.274 -0.125 -0.056
C 20.749 20.650 18.522 0.227 -1.857 -0.117 -0.468
C 20.505 22.040 18.077 -0.636 1.960 1.417 -0.268
O 20.775 22.303 16.746 1.227 -0.083 -1.248 -0.185
C 22.207 22.425 16.577 -0.118 -0.464 -0.094 -0.062
N 20.573 20.542 19.951 -0.545 0.779 0.680 0.067
H 20.074 18.714 17.828 0.140 -0.943 0.597 0.044
H 19.645 19.910 16.740 0.312 0.607 0.344 0.059
H 18.722 19.852 18.280 1.452 -0.254 -0.509 0.110
H 21.685 20.261 18.149 0.989 0.187 0.198 0.118
H 21.016 22.821 18.753 -0.566 -1.001 -0.720 0.151
H 19.422 22.134 18.201 -0.044 0.595 0.068 0.124
H 22.498 23.417 16.910 0.219 0.151 0.306 0.081
H 22.583 22.322 15.534 -0.906 -0.169 0.526 0.090
H 22.660 21.636 17.206 0.281 0.591 -0.429 0.081
H 20.758 19.685 20.429 0.156 -0.970 -0.629 0.034
H 21.032 21.237 20.511 0.271 0.599 -0.258 0.064
C 12.521 13.891 14.324 0.943 -0.533 -1.814 -0.042
C 13.895 13.625 14.950 -0.768 -0.049 -0.784 -0.462
C 14.659 14.916 15.009 0.229 0.150 -0.401 -0.222
O 15.118 15.257 13.708 -0.152 0.310 0.316 -0.199
C 14.960 16.642 13.397 -0.886 -0.049 -0.253 -0.103
N 13.772 13.116 16.280 0.813 -0.163 1.210 0.056
H 11.987 12.982 13.988 0.383 0.307 0.236 0.083
H 12.687 14.531 13.425 -0.224 -0.510 0.519 0.090
H 11.897 14.415 14.989 -0.798 0.720 1.044 0.057
H 14.425 12.942 14.317 0.515 -0.497 -0.707 0.123
H 15.468 14.915 15.745 0.273 -0.203 -0.146 0.102
H 13.930 15.599 15.396 -0.364 1.101 0.097 0.113
H 13.861 16.922 13.538 1.293 -0.196 -0.629 0.108
H 15.397 16.826 12.392 -0.806 -0.277 0.487 0.097
H 15.549 17.285 14.030 0.269 0.144 0.634 0.054
H 14.727 12.962 16.618 -0.357 0.080 0.220 0.061
H 13.358 12.202 16.293 -0.445 -0.371 -0.080 0.078
C 18.103 14.324 24.070 -0.050 0.178 0.764 -0.024
C 19.571 14.881 24.036 -1.717 1.416 -2.128 -0.451
C 19.652 16.435 23.792 -1.769 -1.272 -0.504 -0.164
O 19.035 16.704 22.540 0.060 -0.737 -0.126 -0.235
C 18.564 18.022 22.300 -0.185 -0.747 0.906 -0.081
N 20.149 14.667 25.267 1.532 -0.808 2.809 0.022
H 17.402 15.090 23.696 0.177 -0.408 0.043 0.059
H 17.846 14.106 25.153 0.262 0.440 -1.176 0.088
H 17.922 13.372 23.537 0.379 0.568 -0.037 0.062
H 20.151 14.500 23.205 -0.020 -0.662 -0.569 0.119
H 20.660 16.785 23.754 1.039 0.052 0.129 0.088
H 19.155 16.923 24.627 -0.335 0.273 0.003 0.096
H 19.021 18.654 23.038 0.495 0.926 -0.112 0.076
H 17.499 18.071 22.459 -0.488 -0.055 0.027 0.058
H 18.750 18.251 21.267 0.333 0.531 -0.337 0.066
H 20.235 13.666 25.522 0.312 1.159 -0.227 0.108
H 21.014 15.204 25.337 0.034 -0.816 0.335 0.081
C 23.204 16.159 19.576 3.240 -1.380 0.303 -0.069
C 22.337 16.327 20.777 0.024 3.010 -1.290 -0.417
C 22.983 17.107 21.920 -2.058 -0.724 1.016 -0.192
O 23.408 16.130 22.850 1.149 0.171 -0.478 -0.209
C 23.801 16.652 24.091 -0.085 0.161 0.632 -0.126
N 21.245 17.205 20.300 0.785 -0.436 0.112 0.087
H 22.858 15.495 18.808 -1.044 0.054 -0.569 0.060
H 24.107 15.558 19.865 -0.303 0.581 0.108 0.098
H 23.623 17.084 19.139 -0.665 -0.207 0.287 0.089
H 22.039 15.414 21.210 -0.578 -1.352 0.287 0.100
H 22.162 17.701 22.444 0.808 -0.293 -0.642 0.125
H 23.718 17.797 21.563 0.907 0.383 0.004 0.121
H 24.606 17.457 24.053 -0.914 -0.890 -0.168 0.104
H 24.196 15.774 24.672 -0.520 1.034 -0.291 0.102
H 22.854 17.088 24.528 1.123 -0.222 0.261 0.083
H 20.619 17.181 21.058 -1.553 0.277 0.910 0.010
H 20.782 16.769 19.521 -0.342 -0.157 -0.527 0.040
C 17.754 13.187 16.844 -1.075 -0.989 0.068 -0.040
C 19.101 12.658 16.349 -1.473 0.811 0.122 -0.415
C 18.948 11.600 15.288 0.330 -1.525 0.363 -0.152
O 18.078 10.502 15.737 0.198 0.730 0.015 -0.256
C 17.224 10.060 14.687 1.272 0.846 -0.355 -0.086
N 19.774 13.849 15.856 1.267 -0.225 -0.542 0.052
H 17.920 13.857 17.673 -0.053 0.198 0.409 0.046
H 16.998 12.410 17.124 0.858 0.292 0.098 0.070
H 17.237 13.764 16.084 0.265 0.211 -0.400 0.058
H 19.605 12.175 17.164 0.420 -0.181 0.665 0.093
H 19.935 11.117 15.162 -0.250 0.402 -0.480 0.124
H 18.561 11.984 14.353 0.011 0.278 -0.272 0.121
H 16.679 10.934 14.337 -0.467 -0.124 -0.226 0.080
H 16.572 9.293 15.050 -0.344 -0.403 0.273 0.080
H 17.845 9.686 13.852 -0.372 -0.073 0.173 0.097
H 20.000 14.484 16.617 -0.473 0.088 0.203 0.059
H 20.705 13.695 15.455 -0.538 -0.290 -0.035 0.058
C 21.501 10.847 22.839 -0.122 -0.656 0.542 -0.058
C 21.831 10.395 21.423 -0.385 1.762 -0.684 -0.443
C 21.736 11.595 20.454 -0.060 -1.442 -0.840 -0.213
O 20.390 12.005 20.353 -0.408 0.464 -0.553 -0.198
C 20.340 13.283 19.732 0.470 0.143 0.457 -0.091
N 23.096 9.764 21.197 0.818 0.279 0.358 0.050
H 20.511 11.289 22.839 -0.348 0.034 -0.240 0.059
H 22.126 11.609 23.315 0.485 -0.412 -0.213 0.079
H 21.396 9.931 23.449 0.353 0.546 0.172 0.082
H 20.995 9.750 21.190 -0.487 -0.400 -0.528 0.126
H 22.128 11.316 19.450 -0.398 -0.313 0.237 0.119
H 22.347 12.435 20.669 0.754 0.822 1.128 0.111
H 19.372 13.499 19.342 -0.930 -0.116 -0.055 0.047
H 21.017 13.341 18.882 0.294 -0.038 -0.136 0.091
H 20.603 14.081 20.445 0.028 -0.219 -0.112 0.081
H 23.291 9.635 20.209 -0.297 -0.138 0.133 0.056
H 23.149 8.875 21.658 0.110 -0.346 0.124 0.071
C 13.084 17.364 22.357 0.574 0.466 0.116 -0.036
C 14.494 16.779 21.927 -1.003 2.236 1.168 -0.390
C 14.407 15.487 21.225 0.782 -1.742 -2.146 -0.211
O 13.721 15.567 19.991 -0.170 2.381 0.307 -0.187
C 13.409 14.390 19.385 -0.820 -1.476 -1.333 -0.149
N 15.345 17.790 21.210 -0.982 -1.732 -0.753 0.051
H 12.469 16.613 22.838 -0.037 -0.344 0.092 0.068
H 12.598 17.641 21.444 -0.545 0.098 -0.659 0.056
H 12.995 18.291 23.016 1.001 -1.183 -0.693 0.086
H 15.026 16.522 22.809 0.572 -0.101 1.151 0.106
H 13.933 14.657 21.753 0.195 0.265 0.765 0.138
H 15.445 15.170 20.926 -0.503 -0.019 0.753 0.122
H 14.256 13.748 19.172 0.686 -0.141 0.114 0.068
H 12.965 14.585 18.402 0.096 0.199 0.267 0.078
H 12.693 13.758 19.920 -0.062 0.139 0.437 0.097
H 15.081 17.676 20.204 0.042 1.057 1.118 0.076
H 15.138 18.704 21.611 0.017 -0.141 -0.677 0.082
C 17.654 23.440 15.389 0.714 2.036 0.334 -0.075
C 17.491 21.938 15.374 -1.116 -0.346 -0.907 -0.407
C 16.143 21.649 16.020 0.218 0.523 1.120 -0.245
O 15.910 20.276 16.022 -0.772 -1.089 -0.287 -0.200
C 14.651 19.971 16.603 -0.601 -0.464 -1.229 -0.103
N 17.482 21.274 14.037 1.475 0.481 0.651 0.078
H 16.865 23.948 14.814 -0.107 -0.276 0.224 0.073
H 18.587 23.900 14.960 -0.516 -1.060 0.368 0.081
H 17.610 23.868 16.456 -0.049 -0.843 -1.437 0.106
H 18.287 21.476 15.902 0.703 -0.370 0.749 0.095
H 15.378 22.237 15.478 -0.061 -0.399 -0.044 0.131
H 16.087 21.975 17.078 0.226 0.298 -0.262 0.132
H 13.832 20.489 16.068 0.344 0.365 0.422 0.095
H 14.675 20.205 17.649 -0.265 0.272 0.721 0.076
H 14.335 18.919 16.471 0.951 0.224 0.077 0.087
H 16.650 21.511 13.561 -1.081 0.512 -0.731 0.059
H 17.408 20.267 14.161 0.194 0.041 0.090 0.055
C 17.892 20.013 26.042 0.512 0.856 0.027 -0.047
C 17.126 18.868 26.692 0.361 0.010 -0.572 -0.462
C 16.049 18.318 25.793 1.098 -1.557 -0.648 -0.266
O 15.288 19.251 25.129 -0.480 0.048 -0.912 -0.195
C 14.401 19.993 25.935 2.244 -0.007 1.594 -0.090
N 18.000 17.778 27.119 -1.102 -1.829 2.008 0.036
H 18.379 19.742 25.100 -0.034 -0.175 0.084 0.063
H 18.660 20.417 26.720 -0.061 -0.475 -0.117 0.083
H 17.278 20.909 25.821 -0.124 -0.752 0.041 0.081
H 16.635 19.311 27.533 -0.152 0.045 1.053 0.121
H 15.449 17.617 26.385 -0.352 0.035 0.059 0.124
H 16.592 17.657 25.050 -0.708 0.808 0.268 0.129
H 13.689 20.378 25.245 -0.910 0.475 0.158 0.082
H 14.989 20.762 26.504 -0.591 0.179 -0.901 0.093
H 14.080 19.399 26.801 -0.929 -0.323 -0.578 0.094
H 17.478 16.905 27.531 1.045 2.482 -1.024 0.128
H 18.573 17.389 26.394 0.169 0.122 -0.510 0.020
```
Forces are in eV/Å.

Output
HOMO level: -8.861 eV
E_LUMO: 0.46 eV
Kohn-Sham gap: 9.32 eV
energy: -104929.159 eV



Computed, not measured: a 2-piece molecular cluster, C3H3N3O overall in a non-equilibrium geometry, with ωB97M-V/def2-TZVPD.

XYZ file:
```
10
Properties=species:S:1:pos:R:3:forces:R:3:lowdin_charge:R:1
N -0.365 2.068 -1.481 0.219 -0.691 0.267 0.193
C -0.007 0.976 -1.098 -0.156 0.417 -0.183 -0.150
C 0.510 -0.187 -0.719 -0.042 0.164 -0.046 -0.090
C 1.103 -0.322 0.615 0.012 0.230 0.148 -0.345
O 1.079 0.533 1.476 0.041 -0.312 -0.306 0.010
H -1.325 2.362 -1.320 0.037 -0.027 0.009 0.094
H 0.480 -1.028 -1.402 0.027 0.116 0.058 0.102
H 1.594 -1.300 0.795 -0.066 0.125 0.017 0.113
N -1.994 -1.192 1.305 0.983 -0.944 1.320 0.033
N -1.400 -1.736 2.057 -1.055 0.922 -1.282 0.039
```
Forces are in eV/Å.

Output
energy above the lowest of the compared OMol25 structures with the same formula, charge and spin: 0.8075 eV
structure (SMILES): N=C=CC=O.N#N
HOMO level: -9.670 eV
E_LUMO: 0.52 eV
Kohn-Sham gap: 10.19 eV
energy: -9676.647 eV



Q: Which value of Kohn-Sham gap does entry 2 give?
A: 9.32 eV



Q: What is the formula in the first record?
A: C5H6OS2